Entry from OMol25: 10 unconnected molecules or ions with the total composition C45H70N5O30P5 (ωB97M-V/def2-TZVPD).

The geometry in XYZ format:
```
155
Properties=species:S:1:pos:R:3:forces:R:3
C -0.93398 -1.89543 -0.24818 -0.529 -0.130 -1.232
C 0.15809 -1.14865 0.15123 -0.633 -0.263 0.183
C 0.50487 -0.04050 -0.56823 2.260 1.502 0.209
C -0.05132 0.31630 -1.76570 -1.529 -0.223 -0.428
C -1.12363 -0.44577 -2.18795 -1.427 0.498 0.127
C -1.62974 -1.50624 -1.41991 1.478 0.144 0.273
N 0.35263 1.54015 -2.55930 0.259 -0.417 -0.886
O -0.30233 1.96657 -3.51198 -0.244 -1.057 1.347
O 1.43177 1.99540 -2.27351 0.477 0.272 0.655
H -1.21960 -2.79844 0.27086 -0.149 0.074 0.183
H 0.73563 -1.34185 1.04315 -0.175 -0.286 0.073
H 1.31889 0.54228 -0.16311 0.126 0.243 -0.168
H -1.72298 -0.04027 -2.98967 0.129 -0.332 -0.468
H -2.48996 -2.04817 -1.78424 -0.049 -0.014 0.128
C 4.18240 6.26051 3.86944 1.819 0.953 -0.412
C 5.54484 6.64944 3.84114 0.354 -0.239 0.289
C 6.58835 5.76050 4.14268 -1.704 -2.044 0.023
C 6.21113 4.38482 4.35975 -1.487 2.967 -0.475
C 4.85130 4.01335 4.29285 1.785 -0.947 0.320
C 3.88715 4.95514 4.12210 -1.261 0.009 -0.526
N 7.19341 3.44465 4.74916 -0.760 -3.785 1.371
O 8.36325 3.67314 4.65860 1.019 0.943 -0.373
O 6.76839 2.35266 5.21709 0.389 1.758 -0.828
H 3.38002 6.92626 3.58774 0.147 0.309 0.187
H 5.87117 7.65073 3.60171 -0.398 0.237 -0.005
H 7.63397 6.02741 4.18568 -0.076 0.163 -0.028
H 4.56599 2.97240 4.33046 0.213 -0.042 0.333
H 2.84635 4.67299 4.06274 -0.045 -0.287 0.113
C 8.57557 -3.75911 0.74401 -1.688 -1.040 0.244
C 7.57939 -4.42310 -0.03937 2.023 0.981 0.397
C 6.48240 -4.96263 0.56375 -2.808 -0.656 -0.038
C 6.17966 -4.87068 1.91441 2.669 0.584 0.764
C 7.20111 -4.27556 2.67221 -1.618 0.427 1.089
C 8.30291 -3.67074 2.10943 0.651 -0.045 -0.879
N 4.94341 -5.38277 2.56904 0.214 0.739 1.638
O 4.08091 -5.82672 1.84475 0.193 -0.058 0.211
O 4.84596 -5.25685 3.81913 0.360 -0.365 -2.803
H 9.52358 -3.37410 0.39841 -0.238 0.124 -0.512
H 7.66124 -4.48656 -1.11438 0.135 -0.099 -0.021
H 5.68230 -5.40489 -0.01128 0.148 -0.167 -0.516
H 7.05363 -4.13221 3.73243 -0.086 -0.197 0.132
H 8.98122 -3.09138 2.71822 0.038 -0.215 0.290
C -3.03911 0.24681 -9.34962 0.118 0.775 0.181
C -2.54102 -0.90870 -9.89325 -0.618 -0.715 0.015
C -1.30955 -0.96340 -10.48837 1.186 0.855 -1.144
C -0.54044 0.21937 -10.55819 -0.569 -1.314 0.756
C -0.99533 1.35234 -9.91447 0.208 1.067 -0.175
C -2.26118 1.40173 -9.37401 -0.801 -0.714 0.273
N 0.77880 0.22495 -11.19954 2.131 1.211 -0.668
O 1.44247 -0.79626 -11.35428 -1.480 0.314 0.375
O 1.22841 1.33514 -11.54012 -1.090 -1.217 0.555
H -4.02634 0.20571 -8.91362 -0.061 0.307 0.043
H -3.20306 -1.76180 -9.87532 0.242 -0.317 -0.093
H -0.97753 -1.83652 -11.03044 0.138 -0.132 0.201
H -0.42665 2.26436 -9.80854 0.422 -0.163 -0.474
H -2.65873 2.32632 -8.98223 0.175 0.043 0.166
C 6.33150 9.80622 -2.59163 -0.813 0.088 -0.323
C 7.48968 9.80068 -1.84824 0.123 -0.708 -0.902
C 8.01446 10.96982 -1.40480 1.559 0.774 1.966
C 7.36696 12.17123 -1.54412 -1.107 -0.239 -1.219
C 6.16308 12.17701 -2.22414 -1.721 -0.683 -0.360
C 5.58201 10.97306 -2.72395 1.699 0.820 0.428
N 7.86388 13.42225 -0.98006 1.498 0.779 2.151
O 9.01534 13.46846 -0.49067 -1.765 -0.618 -1.342
O 7.07670 14.34568 -0.86424 0.181 -0.425 -0.609
H 6.06517 8.88280 -3.08434 -0.483 -0.059 0.117
H 8.00915 8.85975 -1.74243 0.208 0.083 0.213
H 8.90110 10.98821 -0.78842 0.302 -0.145 -0.149
H 5.56863 13.07194 -2.33420 0.266 0.231 0.073
H 4.63288 10.98793 -3.23906 0.052 0.090 -0.045
C -3.26653 -15.11342 6.50333 -0.395 -1.343 1.277
O -3.19077 -13.90671 5.84125 -1.027 2.450 -2.915
P -4.20962 -13.56671 4.56800 -0.537 0.308 0.427
O -5.60644 -14.07261 4.81580 2.650 0.963 -0.721
O -4.06226 -11.94423 4.32960 -1.455 -2.755 0.785
C -2.85116 -11.27108 4.43702 1.512 0.572 -0.014
O -3.46801 -14.09215 3.20396 -1.085 -0.367 1.593
C -3.91167 -15.36714 2.64588 0.328 0.200 -0.159
H -2.24933 -15.39570 6.77486 -0.080 -0.329 -0.245
H -3.81830 -15.88549 5.96708 0.387 -0.122 -0.328
H -3.82696 -15.01762 7.43330 -0.023 0.287 0.147
H -2.09132 -11.74215 3.81346 0.119 -0.024 0.000
H -2.48679 -11.21822 5.46296 -0.080 -0.180 0.085
H -2.96924 -10.24488 4.08908 -0.304 -0.112 -0.073
H -4.51126 -15.14338 1.76354 0.072 -0.098 0.061
H -4.49270 -15.99003 3.32597 -0.061 0.383 0.188
H -3.01661 -15.92729 2.37535 -0.020 0.171 -0.104
C 6.04229 3.37307 -6.80784 -0.365 0.062 -1.064
O 6.67346 3.32289 -5.55404 0.683 0.131 0.916
P 8.10591 2.68597 -5.19736 0.239 0.651 0.099
O 8.32352 1.27284 -5.57636 -0.317 1.380 0.700
O 9.19464 3.64142 -5.93051 -0.124 -1.547 1.138
C 9.09399 4.94599 -6.42014 -0.687 1.058 -0.279
O 8.19857 3.11497 -3.60505 -1.061 -1.331 -1.672
C 7.40422 2.38608 -2.58970 0.864 0.078 0.387
H 5.82916 4.38998 -7.13737 0.261 0.371 0.504
H 5.05851 2.90809 -6.74405 0.256 -0.420 -0.016
H 6.65270 2.96168 -7.61174 -0.077 -0.485 0.136
H 8.46284 4.95021 -7.30881 -0.114 0.122 -0.007
H 10.05477 5.36660 -6.71693 0.277 -0.651 0.099
H 8.70438 5.66161 -5.69612 -0.285 -0.188 0.197
H 8.16240 2.03643 -1.88898 -0.178 0.308 0.262
H 6.83970 1.48169 -2.81663 0.236 0.098 -1.252
H 6.67740 3.04472 -2.11428 0.384 0.362 -0.142
C -8.17742 -2.62285 9.73007 -0.444 2.493 0.196
O -7.83438 -3.79173 9.09956 1.301 -2.246 -2.647
P -7.26531 -3.81983 7.52913 0.071 -1.098 1.637
O -8.18006 -3.37982 6.46037 0.700 -0.107 0.963
O -5.87054 -2.99010 7.69455 -3.094 -0.987 1.277
C -5.00215 -3.15999 6.64861 2.092 0.202 -1.779
O -6.74338 -5.37954 7.34548 -0.783 2.178 0.592
C -7.41177 -6.52270 7.90634 0.431 -0.185 0.317
H -7.31064 -1.97977 9.88251 0.183 0.046 -0.085
H -8.62743 -2.73252 10.71677 0.012 -0.813 -0.130
H -8.89337 -2.07433 9.11800 -0.118 0.200 0.023
H -4.02834 -3.43160 7.05607 0.050 -0.098 -0.068
H -4.87974 -2.22511 6.10169 -0.055 0.084 -0.027
H -5.29672 -3.92188 5.92692 -0.085 -0.078 0.076
H -6.71797 -6.98147 8.61081 0.047 0.005 0.002
H -7.59035 -7.24315 7.10811 -0.234 0.225 0.000
H -8.31160 -6.28500 8.47371 -0.072 0.176 -0.358
C -1.16142 8.06725 -0.24738 0.603 1.791 -0.187
O -1.43360 6.93515 0.51686 -0.877 -1.844 0.483
P -2.95153 6.57929 1.00435 0.319 1.789 0.682
O -3.11419 5.25114 1.62813 0.388 1.268 -0.952
O -3.86529 7.00655 -0.24932 0.720 0.134 1.916
C -4.07727 6.17309 -1.34291 -0.709 -0.295 -2.033
O -3.29502 7.87235 1.96844 -0.241 -0.849 -1.684
C -2.44948 8.27154 3.02658 -0.004 -0.644 1.297
H -1.63479 8.93746 0.20734 -0.393 0.098 -0.321
H -1.35734 8.01334 -1.31827 -0.687 -0.423 0.103
H -0.10319 8.32767 -0.22670 0.249 -0.574 0.435
H -5.14443 6.07260 -1.54081 -0.167 -0.570 0.731
H -3.55546 5.21612 -1.34738 -0.138 0.014 0.415
H -3.81743 6.68941 -2.26703 0.765 0.271 0.100
H -1.84245 7.41903 3.33128 0.401 0.250 0.026
H -3.05394 8.52396 3.89780 -0.405 -0.225 -0.098
H -1.86528 9.18181 2.89163 0.185 -0.204 -0.910
C -9.25789 -3.96640 -0.37048 -0.887 -0.351 1.780
O -8.54779 -3.61755 -1.51170 0.295 2.042 -1.870
P -8.90578 -2.17266 -2.20380 1.291 1.528 -0.647
O -7.91262 -1.65820 -3.19979 -1.225 -1.608 1.344
O -9.07121 -1.07307 -1.00700 -2.097 -2.154 -2.118
C -7.98492 -0.63173 -0.24978 0.480 0.431 0.258
O -10.40018 -2.35122 -2.80090 1.296 1.778 4.101
C -10.60083 -3.23877 -3.80368 0.345 -1.357 -2.824
H -10.03009 -3.24997 -0.09026 -0.120 0.124 -0.250
H -8.58698 -3.99312 0.48816 0.168 -0.210 -0.056
H -9.74581 -4.93530 -0.47661 0.181 -0.048 -0.195
H -8.19654 -0.96614 0.76584 0.638 0.059 0.110
H -7.98446 0.45739 -0.29374 0.027 -0.010 0.144
H -7.04297 -0.97409 -0.67827 0.097 -0.162 0.340
H -10.48772 -2.63212 -4.70217 -0.541 -0.511 -0.556
H -11.54680 -3.77717 -3.74562 -0.208 0.520 0.163
H -9.84366 -4.01827 -3.88841 0.275 -0.067 0.287
```
Positions in Å, forces in eV/Å.

Properties
frontier orbital gap: 9.26 eV
net charge: 0
E: -163112.3673 eV
SMILES: O=[N+]([O-])c1ccccc1.O=[N+]([O-])c1ccccc1.O=[N+]([O-])c1ccccc1.O=[N+]([O-])c1ccccc1.O=[N+]([O-])c1ccccc1.COP(=O)(OC)OC.COP(=O)(OC)OC.COP(=O)(OC)OC.COP(=O)(OC)OC.COP(=O)(OC)OC
HOMO: -10.14 eV

Löwdin atomic charge list, values in e, 5 entries:
1. C -0.0559
2. C -0.0762
3. C -0.0400
4. C -0.1294
5. C -0.0148